This record from OMol25 describes a molecular structure, C6H12FN3O9Tl. The level of theory is the ωB97M-V functional and the def2-TZVPD basis.

Results
max |F|	2.83	eV/A
LUMO	-16.3	eV
total charge	+3
HOMO-LUMO gap	1.0	eV

Element x y z (Å)
Tl  -4.8067  7.1108  -15.2090
C  -13.0659  13.5948  -17.0511
C  -12.6458  13.0849  -18.4430
O  -11.3738  12.4941  -18.1360
C  -11.2576  12.2952  -16.8858
O  -10.3887  11.5380  -16.4029
O  -12.0694  13.0881  -16.1985
F  -12.5336  14.0461  -19.3078
H  -14.0966  13.4021  -16.7534
H  -12.9375  14.6767  -17.0853
H  -13.3345  12.3378  -18.8375
C  -7.6465  10.3513  -7.8738
N  -7.0472  10.8425  -9.1041
O  -7.1771  10.1896  -10.1325
O  -6.3591  11.8443  -8.9934
H  -8.1004  9.3858  -8.0971
H  -8.4198  11.0493  -7.5528
H  -6.9264  10.2792  -7.0587
C  -11.1333  2.9163  -11.2795
N  -11.0538  4.2117  -12.0444
O  -10.0336  4.7262  -12.4101
O  -12.1737  4.6763  -12.3683
H  -10.7951  2.0910  -11.9060
H  -12.1231  2.7196  -10.8676
H  -10.3641  2.8631  -10.5090
C  1.7922  3.8636  -18.8376
N  1.6407  3.8405  -17.2951
O  2.5642  3.4858  -16.6142
O  0.5157  4.1294  -16.8749
H  1.8672  2.8420  -19.2102
H  2.7477  4.3509  -19.0314
H  0.9338  4.3100  -19.3396